ORCA calculation (ωB97M-V with the def2-TZVPD basis set) on a cluster of 15 separate species, C54H104N2O38 in total at a distorted geometry.

- F_max: 6.06 eV Å⁻¹
- HOMO level: -9.38 eV
- HOMO-LUMO gap: 9.3 eV

```
! wB97M-V def2-TZVPD RIJCOSX def2/J DEFGRID3
* xyz 0 1
C 0.0742 2.5672 3.2857
C -0.1680 1.4425 4.2820
C -0.7985 0.1649 3.7507
O 0.0584 -0.8342 4.1984
C 1.1681 -0.2525 4.8164
O 1.9772 -0.8935 5.4948
O 1.1221 1.0654 4.8062
H 0.7569 3.3562 3.6012
H -0.8701 3.0537 3.0414
H 0.5586 2.2337 2.3680
H -0.7897 1.8485 5.0799
H -0.9503 0.1779 2.6714
H -1.7951 0.0090 4.1637
C 4.6068 -7.6267 -0.2588
C 3.6008 -6.6511 0.3573
C 4.0939 -5.4315 1.0400
O 3.4809 -4.2732 0.4723
C 2.9041 -4.7010 -0.6284
O 2.2625 -3.9512 -1.3462
O 3.0517 -6.0470 -0.7927
H 5.3852 -7.1910 -0.8852
H 3.9220 -8.2188 -0.8660
H 5.1005 -8.2994 0.4425
H 2.7914 -7.0578 0.9636
H 5.1686 -5.2957 0.9192
H 3.7778 -5.3941 2.0825
C -2.8070 -3.8009 -1.9164
C -4.1615 -4.4439 -1.7224
C -4.7064 -4.2991 -0.3065
O -5.8648 -3.7231 -0.5690
C -6.0938 -3.3886 -1.8204
O -7.1331 -2.8150 -2.2573
O -5.0634 -3.7372 -2.5577
H -2.6890 -2.8902 -1.3292
H -2.5613 -3.6190 -2.9626
H -2.0055 -4.4731 -1.6100
H -4.1284 -5.4880 -2.0337
H -4.1700 -3.5913 0.3254
H -4.8856 -5.2405 0.2128
C 0.9565 -4.5155 -4.3601
C 0.1317 -3.2221 -4.7533
C 0.0686 -2.2494 -3.5768
O 0.7351 -1.1124 -4.0701
C 1.2280 -1.3046 -5.3354
O 1.9451 -0.5262 -5.8816
O 0.7730 -2.4944 -5.7517
H 0.4692 -5.1111 -3.5882
H 1.8432 -4.1933 -3.8142
H 1.1040 -5.0353 -5.3067
H -0.8849 -3.5495 -4.9710
H 0.5214 -2.6524 -2.6708
H -0.9746 -2.0098 -3.3711
C -1.7581 -7.3449 0.4109
C -1.2829 -6.2488 1.4325
C -0.0305 -5.4657 1.0364
O -0.3908 -4.1821 1.2851
C -1.6970 -4.0497 1.6460
O -2.2728 -2.9940 1.9129
O -2.2537 -5.2481 1.5451
H -1.6620 -6.8075 -0.5326
H -2.7975 -7.6345 0.5656
H -1.2607 -8.3138 0.4537
H -1.2058 -6.6395 2.4472
H 0.3180 -5.6431 0.0190
H 0.7322 -5.7298 1.7689
C 3.9678 2.8280 0.2437
C 3.9407 3.7289 -1.0445
C 3.6457 3.0577 -2.3411
O 2.6185 3.8301 -2.8743
C 2.2003 4.7478 -1.9943
O 1.3323 5.5633 -2.2195
O 2.9481 4.6906 -0.9748
H 4.9600 2.3797 0.2941
H 3.1981 2.0704 0.0959
H 3.7497 3.3900 1.1518
H 4.8674 4.2956 -1.1345
H 3.3013 2.0297 -2.2282
H 4.5679 3.1853 -2.9080
C -4.7300 0.3763 -0.2248
C -4.0056 0.2984 1.1752
C -3.5880 1.7158 1.6460
O -4.2663 1.7669 2.8933
C -4.9872 0.6456 3.1443
O -5.7290 0.4408 4.0907
O -4.9286 -0.1823 2.1478
H -4.7573 -0.5537 -0.7926
H -4.2199 1.1135 -0.8448
H -5.7322 0.7098 0.0443
H -3.0788 -0.2749 1.1496
H -4.0311 2.4066 0.9287
H -2.5049 1.7927 1.7421
C -1.8720 5.5652 -4.1716
C -3.3881 5.3485 -3.9093
C -3.8132 5.4185 -2.4173
O -4.8084 6.4022 -2.3360
C -4.8881 7.0855 -3.5125
O -5.6436 8.0191 -3.7220
O -4.0645 6.5471 -4.3901
H -1.2578 4.8386 -3.6397
H -1.5446 6.5381 -3.8050
H -1.5879 5.4170 -5.2135
H -3.8319 4.4766 -4.3900
H -2.9189 5.6771 -1.8503
H -4.1527 4.4469 -2.0583
C -2.4860 -1.3222 -6.9149
O -2.6889 -1.0032 -5.4820
C -4.0341 -1.1150 -5.0104
C -4.2075 -0.7070 -3.5247
O -4.3093 0.6844 -3.2863
C -3.0598 1.2945 -3.4707
H -1.4043 -1.3938 -7.0284
H -3.0084 -0.5660 -7.5010
H -2.7310 -2.2736 -7.3870
H -4.4232 -2.1108 -5.2228
H -4.6461 -0.5501 -5.7134
H -3.3241 -1.0248 -2.9710
H -5.0204 -1.3370 -3.1638
H -2.2859 1.1676 -2.7137
H -3.1990 2.3746 -3.5163
H -2.6795 1.0657 -4.4662
C 7.6718 1.5983 4.7077
O 6.5709 0.9366 4.2055
C 5.5692 1.7510 3.6264
C 4.2928 1.0100 3.1125
O 4.5380 0.2587 1.9761
C 3.5305 -0.6042 1.5569
H 7.5372 2.3505 5.4850
H 8.1894 2.1821 3.9465
H 8.3946 0.8619 5.0589
H 6.0069 2.3056 2.7963
H 5.2655 2.4737 4.3838
H 3.4470 1.6797 2.9568
H 4.0145 0.4513 4.0061
H 3.9370 -1.1361 0.6967
H 2.6554 -0.1510 1.0912
H 3.1868 -1.3136 2.3097
C 1.6632 8.5773 3.4703
O 1.3743 7.3228 4.0026
C 0.9952 6.3463 3.0479
C 2.0881 5.6159 2.2524
O 3.0746 5.1200 3.1204
C 4.3507 5.6763 2.8538
H 2.2875 9.2132 4.0979
H 0.6977 9.0798 3.4109
H 2.0703 8.6074 2.4596
H 0.1695 6.6772 2.4179
H 0.5305 5.5907 3.6813
H 2.5387 6.2261 1.4697
H 1.6873 4.7915 1.6628
H 4.2857 6.7275 3.1347
H 4.5767 5.6638 1.7876
H 5.0685 5.1645 3.4949
C -1.2739 3.7193 -0.0570
O -1.1766 2.4361 -0.5232
C 0.0766 2.1402 -1.1482
C 0.2608 0.6054 -1.0765
O 0.1919 0.1556 0.2641
C 0.2004 -1.2320 0.4244
H -0.3778 4.0937 0.4379
H -2.1494 3.8990 0.5670
H -1.6031 4.4551 -0.7906
H 0.9104 2.6669 -0.6842
H 0.1047 2.4371 -2.1966
H 1.2136 0.3537 -1.5423
H -0.5510 0.1962 -1.6778
H -0.7466 -1.7345 0.2276
H 0.4306 -1.4708 1.4627
H 1.0038 -1.5722 -0.2290
C 1.0716 -9.2531 3.1050
O 1.2224 -7.8491 3.4705
C 0.9078 -7.5338 4.8302
C 1.3348 -6.0796 5.0758
O 0.5843 -5.1503 4.2598
C 1.1137 -3.8680 4.1258
H 1.9568 -9.7848 3.4539
H 0.8867 -9.3516 2.0353
H 0.1388 -9.6141 3.5381
H 1.5269 -8.1302 5.5004
H -0.1397 -7.6956 5.0843
H 2.3885 -5.9977 4.8090
H 1.2334 -5.8628 6.1392
H 1.8943 -3.7947 3.3686
H 1.5659 -3.5399 5.0618
H 0.4016 -3.0759 3.8945
C -4.3459 7.5261 1.1340
N -2.9981 7.3941 1.8093
O -2.8627 7.9139 2.9318
O -2.1636 6.6135 1.3756
H -4.3250 8.3568 0.4286
H -5.0305 7.8474 1.9189
H -4.7446 6.5724 0.7880
C 2.2705 2.4791 -5.8051
N 0.9607 3.0375 -5.3005
O 0.7786 4.2511 -5.3454
O 0.1048 2.2035 -4.9631
H 2.7797 1.8741 -5.0549
H 2.7734 3.3699 -6.1813
H 1.8995 1.9085 -6.6565
*
```